No. 1
{"formula": "C4H25NO7S", "method": "ωB97M-V/def2-TZVPD", "de_lowest_kcal_mol": 96.3, "lumo_ev": 0.21, "max_force_ev_per_a": 6.607, "smiles": "CCNCCS.O.O.O.O.O.O.O", "orbital_gap_ev": 8.5696, "elements": ["C", "C", "N", "C", "C", "S", "H", "H", "H", "H", "H", "H", "H", "H", "H", "H", "H", "O", "H", "H", "O", "H", "H", "O", "H", "H", "O", "H", "H", "O", "H", "H", "O", "H", "H", "O", "H", "H"], "xyz": [[-1.3746, -0.3882, 2.9798], [-0.8950, -1.1639, 1.5583], [0.5676, -0.9456, 1.5149], [1.0782, -1.0700, -0.0285], [1.3331, -2.4316, -0.6678], [2.3145, -2.4683, -2.1862], [-1.9271, 0.4995, 3.0169], [-0.7916, -0.3501, 3.8774], [-2.0245, -1.2305, 3.3346], [-1.1056, -2.2342, 1.8182], [-1.3182, -0.6944, 0.7019], [1.2253, -1.5457, 2.1716], [0.4746, -0.3646, -0.6157], [1.9860, -0.6134, 0.2403], [0.4878, -2.9730, -1.0040], [1.6701, -3.1970, -0.0691], [2.2938, -1.1050, -2.5525], [-1.2277, -0.7390, -2.0695], [-0.5411, -1.4213, -2.0281], [-1.4184, -0.3604, -1.1819], [0.0294, 3.1000, 1.6855], [0.2990, 2.8865, 2.5928], [0.3571, 3.9036, 1.5647], [3.0512, 2.0327, -1.4123], [3.7708, 1.7814, -0.7181], [2.3744, 2.5179, -0.9274], [1.0405, 0.4588, -3.4647], [1.7325, 1.0800, -2.9006], [0.2079, 0.6524, -3.1688], [-2.4978, 2.1701, 0.5777], [-1.6255, 2.6609, 0.6928], [-2.8582, 1.7658, 1.3757], [-1.8980, -2.7655, -0.0200], [-2.7070, -2.9322, -0.4774], [-1.9131, -3.4775, 0.5471], [0.2652, 3.1082, -1.4411], [-0.4613, 2.6181, -1.0386], [0.0260, 3.2356, -2.2780]]}

---

No. 2
{"formula": "C20H27FN4O4", "method": "ωB97M-V/def2-TZVPD", "de_lowest_kcal_mol": 5.1, "lumo_ev": 0.52, "max_force_ev_per_a": 0.087, "smiles": "CCN(C[C@@H](C)NC(=O)c1cc(O)nn1C)C(=O)[C@@H](Cc1ccc(F)cc1)OC", "orbital_gap_ev": 8.8388, "elements": ["C", "C", "N", "C", "C", "C", "N", "C", "O", "C", "C", "C", "O", "N", "N", "C", "C", "O", "C", "C", "C", "C", "C", "C", "F", "C", "C", "O", "C", "H", "H", "H", "H", "H", "H", "H", "H", "H", "H", "H", "H", "H", "H", "H", "H", "H", "H", "H", "H", "H", "H", "H", "H", "H", "H", "H"], "xyz": [[0.0779, 4.5034, 1.1497], [-0.0031, 3.6145, -0.0841], [0.2125, 2.2036, 0.2219], [1.6037, 1.7867, 0.4152], [2.1335, 0.8949, -0.7204], [3.6400, 1.0561, -0.9005], [1.7444, -0.5013, -0.5550], [2.1425, -1.2409, 0.5098], [3.0590, -0.9251, 1.2542], [1.3828, -2.5041, 0.6918], [0.0453, -2.7738, 0.4837], [-0.0748, -4.1159, 0.8636], [-1.2139, -4.8461, 0.8429], [1.0699, -4.6341, 1.2649], [1.9614, -3.6283, 1.1594], [3.3370, -3.8521, 1.5549], [-0.7738, 1.3563, 0.6255], [-0.5318, 0.2583, 1.0932], [-2.2348, 1.7909, 0.3990], [-2.6110, 1.6160, -1.0804], [-2.2209, 0.2805, -1.6607], [-1.1477, 0.1820, -2.5384], [-0.7555, -1.0427, -3.0687], [-1.4663, -2.1677, -2.7063], [-1.0999, -3.3595, -3.2136], [-2.5430, -2.1111, -1.8414], [-2.9115, -0.8821, -1.3196], [-3.1195, 1.0048, 1.1480], [-3.0164, 1.2060, 2.5460], [-0.0436, 5.5526, 0.8781], [-0.7034, 4.2395, 1.8645], [1.0405, 4.3907, 1.6497], [-0.9611, 3.7444, -0.5818], [0.7544, 3.9088, -0.8139], [2.2082, 2.6928, 0.4654], [1.7059, 1.2611, 1.3644], [1.6431, 1.2166, -1.6430], [3.8614, 2.0682, -1.2442], [4.1683, 0.8702, 0.0316], [4.0059, 0.3509, -1.6466], [0.8770, -0.7814, -0.9879], [-0.7256, -2.0851, 0.1877], [-0.9937, -5.7285, 1.1656], [4.0134, -3.4023, 0.8324], [3.5341, -3.4155, 2.5322], [3.4850, -4.9274, 1.5869], [-2.3641, 2.8451, 0.6806], [-3.6915, 1.7594, -1.1412], [-2.1450, 2.4094, -1.6667], [-0.6097, 1.0791, -2.8251], [0.0756, -1.1291, -3.7557], [-3.0600, -3.0222, -1.5723], [-3.7384, -0.8208, -0.6248], [-3.8075, 0.6208, 3.0084], [-2.0508, 0.8694, 2.9261], [-3.1644, 2.2644, 2.7949]]}

---

No. 3
{"formula": "C2H8OS", "method": "ωB97M-V/def2-TZVPD", "de_lowest_kcal_mol": 101.5, "lumo_ev": -1.27, "max_force_ev_per_a": 4.001, "orbital_gap_ev": 6.5935, "elements": ["C", "C", "S", "H", "H", "H", "H", "H", "H", "H", "H", "O"], "xyz": [[0.4428, 0.9349, -0.4994], [-0.5198, 1.6664, 0.2744], [0.1078, -1.1361, 1.4359], [0.0301, 0.0981, -1.0559], [1.2740, 1.5132, -0.8693], [0.4223, 0.9423, 0.7843], [-1.4408, 1.2621, 0.6581], [-0.3438, 2.7328, 0.3369], [0.5662, -1.5808, 2.5938], [0.3530, -2.5377, -1.6880], [-0.4588, -1.8375, -0.5075], [-0.4331, -2.0578, -1.4633]]}

---

No. 4
{"formula": "C36H36BF5N8NiOSSe", "method": "ωB97M-V/def2-TZVPD", "lumo_ev": [3.92, 3.92], "total_charge": -2, "max_force_ev_per_a": 2.835, "s2": 2.015, "spin_multiplicity": 3, "orbital_gap_ev": [5.1095, 5.0304], "elements": ["Ni", "C", "C", "N", "N", "C", "B", "N", "C", "C", "C", "N", "N", "C", "C", "C", "N", "H", "H", "H", "H", "H", "H", "H", "H", "H", "H", "C", "C", "C", "N", "C", "S", "N", "C", "O", "C", "C", "C", "C", "C", "C", "H", "H", "H", "H", "H", "H", "H", "H", "H", "H", "H", "H", "H", "H", "C", "C", "C", "C", "C", "C", "C", "C", "C", "C", "H", "H", "H", "H", "H", "H", "H", "H", "H", "H", "H", "H", "F", "C", "C", "F", "C", "F", "C", "Se", "C", "F", "C", "F"], "xyz": [[0.7453, 1.5064, 0.3155], [2.6752, 3.5920, 3.8187], [2.9462, 2.8041, 2.6604], [2.2191, 3.1918, 1.6286], [1.4713, 4.2280, 2.0892], [1.7158, 4.4975, 3.3536], [0.1822, 4.6226, 1.3839], [0.3443, 4.5982, -0.1317], [0.2219, 5.6603, -0.9466], [0.2435, 5.1709, -2.2692], [0.4599, 3.8018, -2.1231], [0.5375, 3.4891, -0.8215], [-0.8983, 3.5639, 1.8212], [-1.8903, 3.7206, 2.7138], [-2.3573, 2.4903, 3.0820], [-1.5832, 1.5784, 2.3058], [-0.6916, 2.2606, 1.5902], [3.1505, 3.4952, 4.7842], [3.5726, 1.9208, 2.5647], [1.1784, 5.2893, 3.8624], [-0.1945, 5.7098, 1.7124], [0.0987, 6.6512, -0.5563], [0.2022, 5.7140, -3.1887], [0.4992, 3.0372, -2.8614], [-2.1294, 4.7022, 3.0663], [-3.1348, 2.1953, 3.7842], [-1.5679, 0.4770, 2.3101], [-3.4819, -3.6807, 1.4829], [-2.5413, -2.9883, 0.4849], [-3.3659, -2.3709, -0.5989], [-2.5379, -2.0285, -1.7525], [-1.8027, -0.8794, -1.7505], [-2.0547, 0.3437, -0.6845], [-0.6813, -0.8980, -2.5413], [-0.5290, -1.8562, -3.4912], [0.5230, -2.4610, -3.6451], [-1.6382, -1.9839, -4.5856], [-2.8472, -1.3077, -4.7128], [-3.7462, -1.7236, -5.7099], [-3.4658, -2.7237, -6.6141], [-2.1984, -3.3625, -6.4557], [-1.2709, -2.9202, -5.5412], [-2.9239, -4.2316, 2.2820], [-4.0858, -4.4470, 0.9838], [-4.1657, -2.9065, 1.9758], [-1.8466, -3.7234, 0.0497], [-1.9315, -2.2762, 1.0414], [-3.7934, -1.4174, -0.2523], [-4.1250, -3.0912, -0.8972], [-2.0521, -2.8064, -2.1801], [0.1913, -0.3514, -2.0382], [-3.1663, -0.5545, -4.0122], [-4.7451, -1.2874, -5.6787], [-4.1888, -3.1501, -7.2619], [-1.9020, -4.2148, -7.0820], [-0.3551, -3.4464, -5.3789], [3.2078, -1.9324, -0.9989], [2.9287, -0.4082, -0.7102], [3.4964, -0.1016, 0.6735], [1.4588, -0.0643, -0.5850], [3.7074, 0.4600, -1.6641], [3.0332, 1.3560, -2.4951], [3.7388, 2.1886, -3.3538], [5.1200, 2.1502, -3.4110], [5.7800, 1.2771, -2.5846], [5.1368, 0.4393, -1.7259], [2.6659, -2.4501, -0.2477], [4.2587, -2.1666, -0.8579], [2.9283, -2.2239, -2.0066], [2.9397, -0.7027, 1.4178], [3.3672, 0.9821, 0.8703], [4.5294, -0.3661, 0.8020], [0.8633, -0.9244, -0.2283], [1.9570, 1.3295, -2.4001], [3.1961, 2.9070, -3.9339], [5.7082, 2.8296, -4.0108], [6.8625, 1.2093, -2.5846], [5.6768, -0.2292, -1.1139], [-3.3046, -4.1124, 7.7795], [-2.5058, -3.6591, 6.7955], [-1.2409, -4.1324, 6.5970], [-0.8317, -5.1622, 7.3529], [-0.3921, -3.5266, 5.6995], [0.8358, -3.9935, 5.6464], [-0.7945, -2.4882, 4.8659], [0.3198, -1.6078, 3.5755], [-2.1289, -2.0872, 5.0525], [-2.6447, -1.1551, 4.2399], [-2.9541, -2.6573, 6.0086], [-4.2074, -2.2008, 6.1509]]}